{
  "formula": "C16H17F4N5O",
  "method": "ωB97M-V with the def2-TZVPD basis set",
  "smiles": "C[C@@H]1NC(=O)C[C@@H](n2cnc([C@@H](C)c3ccc(C(F)(F)F)cc3F)n2)N1",
  "energy_ev": -37236.52310,
  "e_lumo_ev": 0.6,
  "elements": ["C", "C", "N", "C", "O", "C", "C", "N", "C", "N", "C", "C", "C", "C", "C", "C", "C", "C", "F", "F", "F", "C", "C", "F", "N", "N", "H", "H", "H", "H", "H", "H", "H", "H", "H", "H", "H", "H", "H", "H", "H", "H", "H"],
  "xyz": [[2.89, -2.44, -1.07], [1.46, -2.07, -1.30], [0.79, -3.21, -1.93], [-0.13, -3.00, -2.91], [-1.03, -3.83, -3.03], [-0.02, -1.83, -3.83], [0.20, -0.59, -2.99], [-0.94, -0.22, -2.11], [-2.25, -0.65, -2.16], [-2.92, -0.16, -1.18], [-1.96, 0.57, -0.49], [-2.25, 1.39, 0.69], [-3.32, 0.71, 1.56], [-1.00, 1.67, 1.50], [-0.70, 3.00, 1.77], [0.34, 3.32, 2.61], [1.17, 2.32, 3.16], [2.36, 2.61, 4.07], [2.63, 3.95, 4.17], [2.18, 2.00, 5.28], [3.40, 1.95, 3.47], [0.90, 0.98, 2.86], [-0.15, 0.62, 2.03], [-0.42, -0.71, 1.85], [-0.79, 0.56, -1.03], [1.40, -0.90, -2.19], [2.94, -3.31, -0.41], [3.40, -2.73, -1.98], [3.49, -1.65, -0.60], [0.99, -1.81, -0.38], [0.60, -4.01, -1.35], [-0.86, -1.71, -4.53], [0.94, -1.94, -4.36], [0.38, 0.23, -3.69], [-2.67, -1.29, -2.92], [-2.66, 2.32, 0.32], [-4.25, 0.72, 1.04], [-3.44, 1.25, 2.52], [-3.04, -0.35, 1.75], [-1.28, 3.84, 1.42], [0.52, 4.35, 2.84], [1.47, 0.13, 3.23], [1.62, -0.07, -1.68]],
  "mulliken_charge": [-1.55, 0.77, -0.19, 0.34, -0.68, -0.61, -0.37, 0.77, 0.00, -0.65, -0.32, 0.33, -1.63, 0.79, -0.55, -0.91, 0.17, 0.92, -0.26, -0.24, -0.26, -0.90, 0.66, -0.39, -0.89, -0.42, 0.39, 0.37, 0.38, -0.05, 0.29, 0.30, 0.40, 0.22, 0.47, 0.52, 0.39, 0.41, 0.33, 0.38, 0.46, 0.40, 0.38]
}